(1)
CH14NO5 as an isolated structure. Source: the Open Molecules 2025 dataset; level of theory: ωB97M-V/def2-TZVPD.

XYZ file:
```
21
Properties=species:S:1:pos:R:3:nbo_charge:R:1
C -1.6646 -1.9175 -1.0077 -0.45
N -1.4003 -0.7741 -1.8710 -0.42
H -1.3451 -1.5315 -0.0331 0.29
H -1.1707 -2.8170 -1.4159 0.29
H -0.4102 -0.5562 -2.0047 0.41
H -2.7057 -2.1703 -1.2276 0.24
H 0.0822 1.0880 0.6056 0.50
H 0.3781 1.0487 2.1936 0.53
O 0.1602 0.5202 1.4053 -0.91
H 1.0202 1.6908 4.6476 0.49
H -0.3811 2.2572 4.4123 0.49
O 0.2944 1.7155 4.0193 -0.97
H 0.9532 -0.5399 0.9600 0.49
H 2.4618 0.2034 -2.2190 0.50
O 0.9647 -1.3300 0.3717 -0.70
H 1.1422 -0.9836 -0.5132 0.48
H -1.6921 -0.7369 -2.8531 0.41
O 1.5751 -0.0599 -1.9788 -0.82
H 1.0855 0.8507 -1.4192 0.45
H 0.2604 2.4780 -1.1402 0.51
O 0.3918 1.5644 -0.9320 -0.82
```

Results
2S+1: 1
Total charge: +1
DFT total energy (Eh): -476.89634
ΔE to the lowest compared entry with this formula, charge and spin (eV): 8.968
Gap between HOMO and LUMO (eV): 4.4387
LUMO energy (eV): -10.26
E_HOMO (eV): -14.70


(2)
An isolated ion of composition CH14NSi4 and charge +1. Source: the Open Molecules 2025 dataset; level of theory: ωB97M-V/def2-TZVPD.

XYZ file:
```
20
Properties=species:S:1:pos:R:3:nbo_charge:R:1
N -2.4047 1.8759 -0.3936 -0.99
Si -2.1602 -0.1173 -0.0469 1.28
C -0.2750 -0.4723 0.3726 -1.60
Si 0.2610 -2.2635 0.2920 0.94
Si 1.1357 0.6979 -0.2136 0.65
Si 3.2733 -0.0840 -0.0374 0.42
H -2.0311 2.2246 -1.2424 0.43
H -3.4180 1.9699 -0.3679 0.43
H -2.1695 2.5018 0.2902 0.42
H -2.8350 -0.3705 -1.4094 -0.11
H -3.0495 0.0889 1.1022 -0.14
H -0.0362 -0.2211 1.4767 0.31
H -1.0323 -2.9678 1.0277 -0.14
H 0.4908 -2.7742 -1.0081 -0.15
H 1.4973 -2.2140 1.0050 -0.15
H 1.1175 1.9236 0.6924 -0.13
H 0.8066 0.8422 -1.6379 -0.15
H 3.5517 -0.3468 1.3733 -0.11
H 4.0723 1.0484 -0.4262 -0.10
H 3.2052 -1.3415 -0.8487 -0.11
```

Results
2S+1: 1
Total charge: +1
SMILES: [NH3+][SiH2][C@@H]([SiH3])[SiH2][SiH3]
DFT total energy (Eh): -1258.88881
ΔE to the lowest compared entry with this formula, charge and spin (eV): 0.248
Gap between HOMO and LUMO (eV): 9.2548
LUMO energy (eV): -3.93
E_HOMO (eV): -13.19


(3)
A 7-piece molecular cluster, CH16O7 overall. Source: the Open Molecules 2025 dataset; level of theory: ωB97M-V/def2-TZVPD.

XYZ file:
```
24
Properties=species:S:1:pos:R:3:nbo_charge:R:1
O 0.8449 -0.3596 -0.1204 -0.85
H 1.4482 -0.1855 -0.8780 0.54
H 0.8495 0.4896 0.4212 0.54
H -0.1317 -0.3976 -0.4589 0.54
C -2.2746 -1.0748 -1.0771 -0.23
O -1.6194 0.1510 -0.9075 -1.00
H -3.3433 -0.8356 -1.1966 0.14
H -1.9662 -1.6257 -1.9811 0.13
H -2.1818 -1.7591 -0.2149 0.11
O -0.6015 -1.8439 2.0996 -0.96
H -1.2436 -1.1244 2.0537 0.49
H -1.1348 -2.6446 2.1229 0.49
O 0.8970 1.8636 1.2622 -0.95
H 1.3039 2.7353 1.2670 0.51
H 0.4254 1.8006 2.1003 0.50
O 2.0461 -1.6808 2.7056 -0.97
H 2.4265 -2.0696 1.9137 0.46
H 1.0949 -1.5937 2.5039 0.49
O -1.2239 2.9410 -1.2586 -0.98
H -1.9121 2.8336 -1.9194 0.47
H -1.1792 2.0666 -0.8371 0.51
O 2.4159 0.6560 -2.1683 -0.97
H 3.2451 0.5642 -2.6475 0.49
H 1.8149 1.0935 -2.7848 0.50
```

Results
2S+1: 1
Total charge: 0
DFT total energy (Eh): -574.29772
ΔE to the lowest compared entry with this formula, charge and spin (eV): 2.181
Gap between HOMO and LUMO (eV): 7.7205
LUMO energy (eV): 0.06
E_HOMO (eV): -7.66


(4)
A 7-piece molecular cluster, CH16O7 overall. Source: the Open Molecules 2025 dataset; level of theory: ωB97M-V/def2-TZVPD.

XYZ file:
```
24
Properties=species:S:1:pos:R:3:nbo_charge:R:1
O 0.1910 0.7070 0.9597 -0.82
H -0.4520 0.1020 0.4937 0.59
H 0.5970 1.2660 0.3247 0.56
H 0.8510 0.2390 1.5687 0.57
C -2.2000 -1.0510 0.1217 -0.26
O -1.5550 -0.7970 -1.0873 -0.99
H -2.5230 -0.2280 0.6367 0.13
H -1.5250 -1.6170 0.8527 0.07
H -3.0390 -1.7480 0.0317 0.16
O 1.3230 -1.8650 0.0867 -0.95
H 2.2730 -2.0060 0.0297 0.47
H 0.8820 -2.7290 0.1587 0.50
O 2.0730 -0.7710 2.4917 -0.98
H 2.8830 -0.9440 2.9877 0.50
H 1.9320 -1.5260 1.9217 0.49
O -3.4460 1.3290 -1.5453 -0.96
H -3.0380 2.1860 -1.7423 0.46
H -2.7450 0.8100 -1.1343 0.49
O 2.2800 1.8790 -0.2913 -0.95
H 2.2910 2.7840 -0.6083 0.49
H 3.1680 1.7840 -0.0743 0.48
O -0.1550 1.0600 -2.2713 -0.99
H 0.7070 0.7410 -1.9463 0.45
H -0.7720 0.3960 -1.9643 0.51
```

Results
2S+1: 1
Total charge: 0
DFT total energy (Eh): -574.24747
ΔE to the lowest compared entry with this formula, charge and spin (eV): 3.548
Gap between HOMO and LUMO (eV): 6.6407
LUMO energy (eV): -0.58
E_HOMO (eV): -7.22


(5)
CH17NO6 as an isolated structure. Source: the Open Molecules 2025 dataset; level of theory: ωB97M-V/def2-TZVPD.

XYZ file:
```
25
Properties=species:S:1:pos:R:3:mulliken_spin:R:1
H 0.2897 0.7923 0.4730 0.17
O 0.0813 -0.3832 0.4172 -1.27
N 0.5942 2.0757 0.3621 1.51
H -0.6885 -0.4001 -0.1719 0.29
H 1.5959 2.2810 0.2431 -0.48
H 0.4761 2.4853 1.3086 -0.44
C -0.3361 2.6902 -0.5733 1.54
H -0.3337 3.7517 -0.7920 -0.55
H -0.4746 2.1298 -1.5021 -0.08
H -1.3319 2.4384 -0.1763 -0.09
O 2.4680 -0.7173 -0.7982 0.09
H 2.0328 0.1113 -0.5805 0.08
H 2.1664 -1.2838 -0.0681 0.03
O -0.4552 -1.8896 -1.8510 0.15
H 0.1208 -1.5488 -1.1415 0.12
H 0.1355 -1.8643 -2.6154 -0.06
O -2.3543 -0.0339 -1.9723 0.06
H -2.8219 -0.3697 -1.2002 -0.01
H -1.9151 -0.8904 -2.2073 0.00
O 1.6300 -2.2579 1.5010 -0.08
H 1.5089 -2.6724 2.3568 -0.01
H 0.7901 -1.8761 1.1672 0.04
O -1.0728 -0.6468 2.9200 -0.07
H -0.4815 -0.5077 2.1472 0.10
H -1.6240 -1.4137 2.7540 -0.05
```

Results
2S+1: 2
Total charge: -1
DFT total energy (Eh): -554.43710
ΔE to the lowest compared entry with this formula, charge and spin (eV): 0.287
Gap between HOMO and LUMO (spin up / spin down) (eV): 2.8170 / 10.3169
LUMO energy (spin up / spin down) (eV): 3.37 / 3.14
E_HOMO (spin up / spin down) (eV): 0.55 / -7.17


(6)
CH17O11Sn as an isolated structure. Source: the Open Molecules 2025 dataset; level of theory: ωB97M-V/def2-TZVPD.

XYZ file:
```
30
Properties=species:S:1:pos:R:3:nbo_charge:R:1
Sn -13.1240 10.1790 -1.6690 1.52
C -13.8910 12.2040 -3.8960 0.95
O -13.1740 12.7480 -3.0490 -0.81
O -14.3170 13.0130 -4.8830 -0.69
O -14.1790 11.0020 -3.9190 -0.81
H -13.9350 13.8500 -4.6830 0.49
O -15.3210 11.5630 -1.1130 -0.94
H -15.9170 12.0260 -1.7160 0.50
H -15.9190 11.4310 -0.3790 0.48
O -13.9270 9.6610 0.7440 -0.94
H -14.5530 9.9240 1.4100 0.49
H -13.0990 9.7580 1.2040 0.49
O -15.3270 8.8560 -2.2720 -0.96
H -16.2470 9.1500 -2.1530 0.50
H -15.2460 8.6660 -3.2280 0.50
O -10.9850 10.8470 -2.8140 -0.94
H -11.0420 11.1580 -3.7010 0.51
H -10.2360 10.2420 -2.8510 0.49
O -12.4970 8.4630 -3.7390 -0.92
H -13.1850 7.9180 -4.1080 0.48
H -11.8430 7.8270 -3.5290 0.48
O -11.0470 9.6130 -0.2460 -0.98
H -10.6140 10.3710 0.1560 0.51
H -10.6230 8.7860 0.0680 0.51
O -12.9650 7.6650 -1.0820 -0.95
H -13.4920 7.1420 -1.7300 0.50
H -13.1310 7.2760 -0.2570 0.49
O -12.4220 12.1870 -0.0810 -0.95
H -13.2060 12.4120 0.4280 0.49
H -12.1340 13.0510 -0.3870 0.51
```

Results
2S+1: 1
Total charge: +1
DFT total energy (Eh): -1090.08189
ΔE to the lowest compared entry with this formula, charge and spin (eV): 0.000
Gap between HOMO and LUMO (eV): 8.6521
LUMO energy (eV): -3.04
E_HOMO (eV): -11.69